[1]
Computed, not measured: a molecular structure, C3H4O3, with ωB97M-V/def2-TZVPD.

```
10
Properties=species:S:1:pos:R:3:forces:R:3:nbo_charge:R:1
O -0.156 -1.432 -0.433 0.0 0.1 0.2 -0.51
O -0.705 0.351 0.822 -0.1 0.0 0.1 -0.49
O -2.009 -1.477 0.896 0.7 0.4 -0.5 -0.53
C -1.066 -0.909 0.445 -0.2 -0.2 0.2 0.98
C 0.646 -0.577 -1.162 -0.6 0.5 0.1 -0.05
C 0.495 0.898 0.386 -0.2 0.1 0.1 -0.12
H 1.243 0.911 1.189 -0.2 0.1 -0.1 0.21
H 0.324 1.872 -0.077 0.1 -0.2 0.1 0.21
H 1.227 0.212 -0.394 0.7 -0.3 0.2 0.20
H 0.001 0.152 -1.673 -0.2 -0.3 -0.4 0.12
```
Positions in Å, forces in eV/Å.

Computed properties:
ΔE to the lowest compared entry with this formula, charge and spin: 448.8 kJ/mol
maximum force: 0.95 eV/Å
HOMO-LUMO gap: 0.3623 Ha
charge: 0
calculated total energy: -9314.0496 eV



[2]
Computed, not measured: 5 unconnected molecules or ions with the total composition C19H31F12NO8P, with ωB97M-V/def2-TZVPD.

```
72
Properties=species:S:1:pos:R:3:forces:R:3:lowdin_charge:R:1
P 4.390 1.526 3.423 0.1 -0.4 -0.2 1.09
F -1.993 -4.643 -0.165 -0.1 0.2 0.2 0.17
F 6.125 -0.731 -3.794 -0.2 0.0 0.3 0.19
F -2.334 2.085 3.250 0.1 0.1 0.2 0.17
F -3.463 -3.073 0.148 0.2 -0.2 0.1 0.17
F 6.000 -1.160 -1.663 -0.1 0.0 -0.2 0.15
F -9.348 0.045 -1.169 0.1 0.1 -0.2 0.16
F -9.710 0.350 -3.296 0.1 0.0 0.2 0.17
F 5.006 0.587 -2.480 0.2 -0.3 -0.2 0.14
F -2.650 -4.165 1.849 0.0 0.1 -0.2 0.17
F -8.163 1.489 -2.279 -0.2 -0.2 0.0 0.17
F -1.305 2.328 5.151 -0.1 0.1 -0.2 0.16
F -2.543 3.940 4.362 0.1 -0.3 0.0 0.18
O -6.632 -0.560 -3.093 0.0 0.1 0.0 0.17
O -0.004 3.048 2.306 0.0 -0.1 0.1 0.15
O 4.333 -2.699 -3.419 0.1 0.2 0.0 0.05
O 2.954 -1.095 -2.633 0.0 0.1 0.1 0.16
O 0.006 4.560 3.979 -0.1 -0.1 0.0 0.04
O -1.681 -1.530 1.375 0.0 -0.2 -0.1 0.04
O -0.101 -2.823 0.419 0.0 -0.1 0.0 0.16
O -8.281 -1.987 -2.518 -0.1 0.2 0.0 0.04
N 2.852 0.748 0.722 0.1 0.0 0.2 0.03
C -8.760 0.299 -2.348 -0.1 0.2 0.1 -0.54
C 4.128 1.386 0.402 -0.3 -0.5 -0.2 -0.31
C -1.224 -2.621 0.779 0.1 0.3 0.2 -0.40
C -0.722 -0.472 1.558 0.3 0.4 0.1 -0.19
C 1.140 5.236 3.407 0.4 0.3 -0.1 -0.20
C 5.526 0.524 2.426 -0.1 0.3 -0.5 -0.33
C 5.318 -0.695 -2.734 0.4 0.4 -0.1 -0.52
C 3.221 -3.600 -3.647 -0.4 -0.4 -0.1 -0.18
C 0.736 6.154 2.275 -0.2 -0.1 0.0 -0.05
C 5.356 0.635 0.876 -0.2 0.3 0.5 -0.21
C -7.735 -0.794 -2.697 0.1 -0.4 -0.1 -0.40
C 4.034 -1.513 -2.938 -0.2 -0.4 0.0 -0.41
C 2.488 -3.265 -4.927 0.1 0.3 0.0 -0.05
C -6.451 -3.388 -1.707 0.0 0.2 0.1 -0.06
C -0.508 0.318 0.288 -0.1 -0.2 -0.3 -0.06
C -2.359 -3.649 0.644 -0.2 -0.2 -0.1 -0.54
C -0.463 3.519 3.307 0.3 0.3 -0.1 -0.39
C -1.700 2.960 4.030 -0.2 0.0 0.0 -0.54
C -7.439 -3.119 -2.820 0.2 -0.4 -0.1 -0.19
H 3.176 -3.264 -5.771 0.0 -0.1 0.0 0.09
H -1.454 0.716 -0.079 0.0 0.0 0.1 0.09
H -8.122 -3.957 -2.938 -0.1 0.1 0.0 0.13
H 5.387 -0.499 2.751 -0.1 -0.2 0.3 0.10
H -6.973 -3.524 -0.759 0.0 -0.1 0.0 0.09
H -1.136 0.163 2.334 -0.2 -0.1 0.0 0.11
H 0.312 5.595 1.443 0.1 0.0 0.0 0.08
H 1.571 5.806 4.227 -0.1 -0.1 0.1 0.13
H 4.909 1.794 4.689 0.0 0.0 0.0 0.01
H 4.174 1.447 -0.671 0.1 0.2 -0.3 0.10
H 1.875 4.496 3.082 -0.1 -0.1 -0.1 0.10
H 0.210 -0.897 1.933 0.0 -0.1 -0.1 0.12
H -0.088 -0.309 -0.498 0.0 0.0 0.0 0.08
H 1.708 -4.001 -5.110 0.0 0.0 0.0 0.09
H 6.235 1.126 0.480 0.3 0.1 -0.1 0.12
H 5.331 -0.370 0.484 0.0 -0.3 -0.1 0.10
H 6.534 0.808 2.695 0.2 0.1 0.3 0.09
H 3.671 -4.587 -3.711 0.2 0.1 0.0 0.13
H -5.876 -4.287 -1.922 0.0 0.0 0.0 0.08
H 1.601 6.707 1.912 0.0 0.0 0.0 0.09
H 2.909 0.143 1.532 0.0 -0.1 0.0 0.04
H 0.173 1.144 0.472 0.0 0.0 0.1 0.05
H 2.560 -3.585 -2.782 0.0 0.2 0.0 0.13
H -5.757 -2.558 -1.587 0.0 0.0 -0.1 0.07
H 2.582 0.133 -0.037 -0.2 0.1 -0.1 0.07
H 4.141 2.421 0.734 0.0 0.3 0.2 0.09
H 3.206 0.823 3.636 -0.1 0.1 0.1 0.01
H -0.015 6.866 2.618 0.1 0.1 0.0 0.09
H 4.028 2.736 2.840 0.1 0.0 0.1 0.00
H -6.940 -2.956 -3.774 0.0 0.2 0.0 0.13
H 2.023 -2.281 -4.873 -0.1 0.0 0.1 0.08
```
Positions in Å, forces in eV/Å.

Computed properties:
ΔE to the lowest compared entry with this formula, charge and spin: 36.8 kJ/mol
maximum force: 0.60 eV/Å
HOMO-LUMO gap: 0.3314 Ha
charge: +1
calculated total energy: -79968.3982 eV



[3]
Computed, not measured: 2 unconnected molecules or ions with the total composition C4H9N2 in a non-equilibrium geometry, with ωB97M-V/def2-TZVPD.

```
15
Properties=species:S:1:pos:R:3:forces:R:3:nbo_charge:R:1
N 1.145 -0.230 0.339 -0.1 -2.4 0.8 -0.05
N 1.096 0.832 -0.470 1.1 1.4 -0.5 -0.21
C -2.345 0.449 0.169 -1.2 -1.2 2.3 -0.85
C 0.398 -1.520 0.352 -0.4 -0.3 -1.2 -0.20
C 1.973 1.132 -1.363 -0.5 1.7 0.2 0.03
C 1.109 -0.847 1.467 -0.6 0.9 -5.1 0.23
H 2.914 0.622 -1.672 -0.8 0.0 0.6 0.22
H -0.662 -1.398 0.189 -0.3 0.2 0.8 0.24
H -3.316 0.768 0.561 -0.1 -0.4 -0.3 0.24
H 1.434 -0.628 2.400 0.8 0.3 3.0 0.26
H 1.767 2.176 -1.828 0.2 -2.1 0.5 0.25
H 0.727 -2.317 -0.332 0.8 0.2 0.9 0.24
H -2.213 0.915 -0.733 1.0 1.8 -1.9 0.22
H -1.683 0.652 1.012 0.5 0.2 -0.5 0.20
H -2.344 -0.606 -0.090 -0.4 -0.2 0.4 0.19
```
Positions in Å, forces in eV/Å.

Computed properties:
ΔE to the lowest compared entry with this formula, charge and spin: 607.3 kJ/mol
maximum force: 5.21 eV/Å
HOMO-LUMO gap: 0.3776 Ha
charge: +1
calculated total energy: -7261.8470 eV



[4]
Computed, not measured: 2 unconnected molecules or ions with the total composition C2H7N2 in a non-equilibrium geometry, with ωB97M-V/def2-TZVPD.

```
11
Properties=species:S:1:pos:R:3:forces:R:3:nbo_charge:R:1
N 1.774 0.135 1.016 -1.5 -0.8 2.3 -0.74
N -0.132 0.008 -0.282 2.5 -1.1 -0.6 -0.36
C -1.505 -0.098 -0.666 -2.9 1.8 -1.4 -0.48
C 0.441 -0.123 0.885 1.7 1.8 -0.7 0.34
H 1.360 0.117 -1.519 -2.9 -0.2 1.8 0.35
H 2.473 0.181 0.318 0.0 0.0 -1.3 0.42
H 2.219 0.147 1.937 -0.7 -0.1 -0.3 0.43
H -1.976 -1.000 -1.234 1.6 1.1 1.4 0.27
H -2.172 0.207 0.235 1.2 -0.8 -1.1 0.26
H -0.145 -0.183 1.840 0.4 -0.2 -1.1 0.26
H -1.725 0.796 -1.370 0.5 -1.4 1.0 0.25
```
Positions in Å, forces in eV/Å.

Computed properties:
ΔE to the lowest compared entry with this formula, charge and spin: 493.0 kJ/mol
maximum force: 3.69 eV/Å
HOMO-LUMO gap (spin up / spin down): 0.3144 / 0.2797 Ha
charge: +1
calculated total energy: -5156.3560 eV



[5]
Computed, not measured: a molecular structure, C21H35GeN3O4Se4SiTe2W, with ωB97M-V/def2-TZVPD.

```
72
Properties=species:S:1:pos:R:3:forces:R:3:lowdin_spin:R:1
W -1.444 0.076 -0.126 0.2 0.4 0.3 0.93
Te -0.438 -4.614 0.316 0.1 0.2 0.4 0.03
Te -4.287 -4.180 -0.258 0.1 -0.1 0.0 0.76
Se -3.334 -1.973 -0.036 -0.5 -0.2 -0.1 0.23
Se -3.829 1.039 0.524 -0.1 -0.3 0.2 -0.01
Se -0.942 -2.402 -0.637 -0.1 0.3 -0.4 0.03
Se -1.419 0.789 -2.402 0.3 0.0 -0.1 0.00
Ge 1.300 0.097 -0.091 0.0 0.2 -0.1 -0.03
Si -1.128 -0.598 -4.305 -0.2 0.3 0.6 0.02
O -2.053 1.292 6.221 0.0 0.0 0.0 0.00
O -1.127 3.327 2.316 0.2 0.1 -0.2 0.00
O -1.757 3.038 4.882 0.0 0.0 0.0 0.00
O -0.755 1.969 0.561 -0.6 -0.3 0.1 0.02
N -1.270 -1.110 2.958 0.1 -0.1 -0.1 0.01
N -5.612 5.367 0.007 0.0 0.0 0.0 0.00
N -1.042 -0.170 2.034 -0.4 0.3 -0.1 0.01
C 0.248 -1.801 -3.993 0.1 0.0 -0.2 0.00
C -1.178 1.004 2.654 0.1 -0.1 0.1 0.00
C -5.483 3.049 -0.590 0.0 0.0 0.0 0.00
C 4.232 -2.645 -1.727 0.0 0.0 0.0 0.00
C 2.194 -1.570 -0.666 0.0 0.0 0.0 -0.01
C 4.168 -3.901 -0.860 0.0 0.0 0.0 0.00
C -6.015 4.324 -0.713 0.0 0.0 0.0 0.00
C -1.523 -0.562 4.151 0.0 -0.2 0.1 0.00
C -4.648 5.148 0.897 0.0 0.0 0.0 0.00
C 3.789 -0.684 2.458 0.0 0.0 0.0 0.00
C -1.789 1.743 5.137 0.1 0.0 0.0 0.00
C 3.475 0.669 1.826 0.0 0.0 0.0 0.00
C 3.675 -1.409 -1.020 -0.1 0.0 0.0 0.00
C -4.477 2.839 0.344 0.5 0.1 -0.3 0.00
C -0.671 0.720 -5.530 0.0 0.0 -0.1 0.00
C 5.284 -0.935 2.603 0.0 0.0 0.0 0.00
C -1.483 0.813 4.007 0.0 0.0 -0.1 0.00
C -1.028 2.222 1.804 0.2 -0.2 0.1 0.00
C -2.817 -1.339 -4.536 0.0 -0.1 -0.1 0.01
C 1.973 0.873 1.599 0.0 -0.1 0.0 -0.01
C -4.048 3.913 1.106 -0.1 0.0 0.0 0.00
H 1.155 -1.257 -3.720 0.0 0.0 0.0 0.00
H -3.578 -0.602 -4.278 0.0 0.0 0.0 0.00
H 4.033 0.779 0.890 0.0 0.0 0.0 0.00
H 3.669 -2.809 -2.652 0.0 0.0 0.0 0.00
H 5.266 -2.451 -2.024 0.0 0.0 0.0 0.00
H -2.939 -2.199 -3.873 0.0 0.0 0.0 0.00
H 3.850 1.456 2.488 0.0 0.0 0.0 0.00
H -1.225 -2.088 2.699 0.0 0.0 0.0 0.00
H 0.321 1.113 -5.297 0.0 0.0 0.0 0.00
H -6.801 4.514 -1.436 0.0 0.0 0.0 0.00
H 4.810 -4.689 -1.254 0.0 0.0 0.0 0.00
H 5.748 -0.172 3.231 0.0 0.0 0.0 0.00
H 4.263 -1.230 -0.118 0.0 0.0 0.0 0.00
H 0.461 -2.392 -4.887 0.0 0.0 0.0 0.00
H -0.665 0.347 -6.556 0.0 0.0 0.0 0.00
H 2.044 -2.363 0.068 0.0 0.0 0.1 0.00
H -1.380 1.547 -5.472 0.0 0.0 0.0 0.00
H -5.852 2.239 -1.204 0.0 0.0 0.0 0.00
H 1.680 1.128 -1.177 0.0 0.0 0.0 0.00
H -0.004 -2.489 -3.190 0.0 -0.1 0.0 0.00
H 5.783 -0.906 1.631 0.0 0.0 0.0 0.00
H 3.810 -0.530 -1.659 0.0 0.0 0.0 0.00
H 1.434 0.478 2.462 0.0 0.0 0.0 0.00
H 4.497 -3.683 0.160 0.0 0.0 0.0 0.00
H 1.669 -1.900 -1.569 0.0 0.0 0.0 0.00
H 3.153 -4.298 -0.801 0.0 0.0 0.0 0.00
H -2.994 -1.667 -5.563 0.0 0.0 0.0 0.00
H -1.504 3.224 3.940 0.0 0.0 0.0 0.00
H 3.311 -0.726 3.442 0.0 0.0 0.0 0.00
H -3.267 3.813 1.842 0.0 0.0 0.0 0.00
H 1.732 1.935 1.532 0.0 0.0 0.0 0.00
H -1.710 -1.152 5.032 0.0 0.0 0.0 0.00
H 3.332 -1.484 1.867 0.0 0.0 0.0 0.00
H 5.487 -1.907 3.053 0.0 0.0 0.0 0.00
H -4.329 6.005 1.480 0.0 0.0 0.0 0.00
```
Positions in Å, forces in eV/Å.

Computed properties:
2S+1: 3
ΔE to the lowest compared entry with this formula, charge and spin: 35.9 kJ/mol
maximum force: 0.67 eV/Å
<S²>: 2.05
HOMO-LUMO gap (spin up / spin down): 0.2006 / 0.1886 Ha
charge: 0
calculated total energy: -377196.8812 eV



[6]
Computed, not measured: a single C2H8OSSi molecule in a non-equilibrium geometry, with ωB97M-V/def2-TZVPD.

```
13
Properties=species:S:1:pos:R:3:forces:R:3:nbo_charge:R:1
S -2.409 -0.613 -0.192 1.0 0.0 0.2 -0.47
Si -0.396 0.165 0.251 0.4 -0.8 -1.3 1.76
O -0.503 1.569 1.002 -0.9 3.7 0.6 -1.14
C 0.435 0.457 -1.440 3.2 0.6 2.6 -1.13
C 0.680 -0.957 1.335 -1.9 0.3 -0.3 -1.12
H 1.594 0.653 -1.154 -2.4 -0.6 -0.5 0.23
H 0.861 -1.774 0.653 0.2 -0.7 0.2 0.23
H -1.730 -1.332 -1.105 -0.4 -0.1 -0.1 0.14
H -0.874 2.479 0.749 0.8 -2.6 0.3 0.53
H 0.452 -0.259 -2.212 -0.2 -1.0 -0.8 0.24
H 0.118 -1.250 2.233 0.0 -0.3 -0.4 0.25
H 0.179 1.416 -1.812 -0.7 0.9 -0.6 0.24
H 1.593 -0.552 1.691 0.9 0.6 -0.1 0.25
```
Positions in Å, forces in eV/Å.

Computed properties:
ΔE to the lowest compared entry with this formula, charge and spin: 0.0 kJ/mol
maximum force: 4.17 eV/Å
HOMO-LUMO gap: 0.3626 Ha
charge: 0
calculated total energy: -22966.2347 eV
structure (SMILES): C[Si](C)(O)S